(1)
Molecular formula: C14H17Cl4F2N2O6S2
Method: DFT, ωB97M-V with the def2-TZVPD basis set

Values from the calculation:
HOMO energy = -6.606 eV
total charge = -1
frontier orbital gap = 8.70 eV

Last column: Löwdin charge in e.
CARTESIAN COORDINATES (ANGSTROEM)
O 1.620 -2.644 3.961  0.1815
C 1.550 -2.640 2.779  -0.5045
F 1.330 -3.827 2.138  0.1023
N 1.731 -1.541 1.907  0.0336
C 0.836 -1.538 0.809  -0.5027
O 1.036 -0.931 -0.198  0.1589
F -0.298 -2.285 0.864  0.1123
S 1.804 0.019 2.758  0.5359
O 3.085 -0.019 3.403  -0.2897
O 1.802 1.061 1.763  -0.2976
N 0.659 0.138 3.876  -0.2823
S -0.534 1.223 3.492  0.5416
O -0.166 2.612 3.629  -0.3254
O -1.633 0.941 4.398  -0.3430
C -1.204 0.863 1.843  -0.2384
C -2.660 1.390 1.674  -0.1434
C -3.639 0.280 2.049  -0.2385
C -4.532 0.499 3.088  -0.0447
C -5.424 -0.500 3.470  -0.0873
C -5.409 -1.717 2.814  -0.1142
C -4.537 -1.960 1.758  -0.0880
C -3.667 -0.948 1.395  -0.0597
H -1.192 -0.231 1.743  0.0688
H -0.543 1.257 1.060  0.0906
H -2.771 1.614 0.601  0.1175
H -2.796 2.300 2.267  0.1143
H -4.534 1.459 3.605  0.1171
H -6.140 -0.334 4.273  0.0997
H -6.088 -2.515 3.116  0.0954
H -4.476 -2.901 1.215  0.1010
H -2.951 -1.076 0.576  0.1144
Cl 1.880 -1.298 -4.843  0.5301
C 1.402 0.215 -4.023  -0.6645
C 0.149 0.049 -3.204  -0.6636
Cl -1.295 -0.197 -4.225  0.5293
H 1.287 0.986 -4.783  0.0664
H 2.230 0.497 -3.374  0.0668
H -0.028 0.949 -2.618  0.0787
H 0.227 -0.791 -2.521  0.0459
Cl 6.197 1.685 -7.286  0.5291
C 6.197 1.283 -5.549  -0.6637
C 4.826 1.409 -4.934  -0.6787
Cl 4.282 3.104 -4.841  0.5379
H 6.917 1.931 -5.053  0.0674
H 6.545 0.255 -5.462  0.0725
H 4.843 1.026 -3.914  0.0747
H 4.082 0.846 -5.496  0.0462

=====

(2)
Molecular formula: C4H8O3
Method: DFT, ωB97M-V with the def2-TZVPD basis set

Values from the calculation:
SMILES = O=C(CO)CCO
HOMO energy = -10.247 eV
frontier orbital gap = 10.94 eV

Last column: Löwdin charge in e.
CARTESIAN COORDINATES (ANGSTROEM)
O -2.431 1.283 -0.143  -0.0597
C -1.292 0.656 -0.694  -0.2618
C -0.881 -0.478 0.254  -0.1015
C 0.555 -0.838 -0.037  -0.3790
O 0.882 -1.592 -0.932  0.0959
C 1.631 -0.174 0.809  -0.2092
O 2.889 -0.306 0.222  -0.0436
H -2.640 2.055 -0.684  0.0919
H -0.458 1.373 -0.796  0.1260
H -1.487 0.236 -1.694  0.1290
H -1.521 -1.353 0.111  0.1305
H -0.995 -0.119 1.284  0.1273
H 1.384 0.889 0.950  0.1315
H 1.583 -0.643 1.812  0.1390
H 2.781 -0.988 -0.463  0.0836

=====

(3)
Molecular formula: C5H12NO3
Method: DFT, ωB97M-V with the def2-TZVPD basis set

Values from the calculation:
HOMO energy = -14.424 eV
total charge = +1
frontier orbital gap = 10.71 eV

Last column: Löwdin charge in e.
CARTESIAN COORDINATES (ANGSTROEM)
C -2.070 0.173 0.536  -0.5840
C -2.877 -0.843 -0.105  0.0065
C -0.093 0.093 -1.925  0.0051
C 1.269 -0.805 -1.419  -0.0665
C 1.232 -0.865 0.009  -0.4695
N 2.029 -0.107 0.756  0.2193
O -2.992 1.153 0.887  0.0927
O 0.737 -1.956 0.525  0.1426
O -0.943 0.192 0.824  0.1103
H -2.408 -1.681 -0.715  0.1198
H -3.338 -0.261 -0.963  0.1310
H -3.661 -1.112 0.543  0.0876
H -1.014 -0.376 -1.824  0.0138
H -0.112 1.059 -1.420  0.0736
H 0.133 0.368 -3.010  0.1055
H 2.240 -0.277 -1.830  0.1707
H 1.261 -1.839 -1.770  0.1301
H 2.440 0.777 0.323  0.1825
H 1.974 -0.130 1.834  0.1888
H -2.700 1.819 1.504  0.1163
H 0.930 -1.979 1.562  0.2238

=====

(4)
Molecular formula: C12H28O18P2V
Method: DFT, ωB97M-V with the def2-TZVPD basis set

Values from the calculation:
HOMO energy = -4.629 eV
total charge = -1
frontier orbital gap = 3.09 eV

Last column: Löwdin charge in e.
CARTESIAN COORDINATES (ANGSTROEM)
O 1.370 -10.680 -8.723  -0.3098
V 1.580 -9.046 -8.699  1.2768
O 0.036 -8.518 -8.578  -0.3152
O 4.312 -7.256 -3.164  0.0783
C 4.196 -7.783 -4.358  -0.9267
O 3.045 -8.156 -4.710  -0.0933
O 5.201 -7.919 -5.067  -0.0327
H 3.485 -7.587 -2.806  0.0903
O 5.669 -7.581 -13.171  0.0471
C 4.843 -7.989 -12.127  -0.7914
O 3.577 -7.951 -12.160  -0.0649
O 5.298 -8.342 -11.013  -0.0522
H 6.584 -7.592 -12.882  0.0893
C 1.061 -3.178 -5.086  -0.1058
O 0.938 -2.818 -6.463  -0.2421
P 2.166 -2.982 -7.574  0.4621
O 2.532 -4.380 -7.944  -0.2403
O 1.516 -2.092 -8.651  -0.2060
C 0.429 -2.661 -9.356  -0.1060
O 3.344 -2.023 -6.880  -0.2492
C 4.660 -1.794 -7.378  -0.0961
H 2.109 -3.464 -4.989  0.0743
H 0.609 -4.139 -4.840  0.0893
H 0.904 -2.377 -4.364  0.0872
H -0.387 -2.080 -8.926  0.0905
H 0.192 -3.712 -9.189  0.0899
H 0.454 -2.514 -10.436  0.0920
H 5.296 -2.356 -6.695  0.0947
H 4.869 -0.724 -7.413  0.0836
H 4.738 -2.191 -8.390  0.0864
C 10.449 -15.015 -7.815  -0.0802
O 9.043 -15.483 -7.832  -0.2731
P 7.921 -14.582 -8.639  0.5382
O 7.847 -13.161 -8.138  -0.2410
O 8.462 -14.919 -10.172  -0.2357
C 9.017 -16.190 -10.495  -0.1173
O 6.521 -15.428 -8.539  -0.2333
C 5.752 -15.368 -7.359  -0.1138
H 10.943 -14.824 -6.863  0.0830
H 10.512 -14.012 -8.238  0.0823
H 11.095 -15.673 -8.396  0.0748
H 8.790 -16.875 -9.677  0.0798
H 10.103 -16.097 -10.470  0.0773
H 8.643 -16.598 -11.434  0.0916
H 6.235 -14.677 -6.668  0.0843
H 5.547 -16.360 -6.957  0.0901
H 4.836 -14.851 -7.645  0.0930
O -7.221 -9.731 -5.604  0.1091
C -6.719 -9.979 -4.541  -0.5405
O -7.126 -10.898 -3.639  0.0028
C -8.254 -11.643 -3.800  -0.2834
C -9.592 -10.983 -3.478  -0.0553
C -5.487 -9.235 -4.253  0.0114
H -7.978 -12.471 -3.147  0.1246
H -8.340 -12.202 -4.732  0.1227
H -10.427 -11.681 -3.533  0.0778
H -9.814 -10.079 -4.045  0.0750
H -9.491 -10.559 -2.478  0.0727
H -5.464 -9.277 -3.164  0.0858
H -5.562 -8.183 -4.530  0.0954
H -4.610 -9.657 -4.743  0.1018

=====

(5)
Molecular formula: C10H21ClI2N3OP2Sc
Method: DFT, ωB97M-V with the def2-TZVPD basis set

Values from the calculation:
HOMO energy (spin up / spin down) = -14.581 / -14.604 eV
total charge = +2
frontier orbital gap (spin up / spin down) = 3.93 / 4.31 eV

Last column: Löwdin charge in e.
CARTESIAN COORDINATES (ANGSTROEM)
I 0.036 3.146 0.001  0.2056
I 2.901 -0.893 -0.850  0.8042
Sc 0.362 0.367 -0.067  -0.4124
P -0.480 -0.136 -2.544  0.6858
C 0.879 -0.016 -3.765  -0.2887
C -1.446 -1.589 -3.066  -0.2451
H -2.355 1.425 -2.410  0.0434
H -2.049 0.898 -4.096  0.0679
H -0.986 2.118 -3.312  0.0479
C -1.573 1.205 -3.150  -0.2577
H -2.242 -1.770 -2.328  0.0533
H -1.910 -1.409 -4.048  0.0687
H 0.472 -0.235 -4.769  0.0736
H 1.680 -0.716 -3.514  -0.0255
H -0.804 -2.473 -3.109  0.0530
H 1.309 1.000 -3.743  0.0638
C 0.565 -2.039 -0.036  -0.3356
O 0.405 -3.183 0.063  0.1524
Cl -1.962 0.082 0.430  0.0369
C 2.148 -1.017 5.054  -0.1037
N 2.218 0.408 4.654  -0.0676
C 1.154 1.188 5.290  -0.1082
N -0.185 0.631 4.956  0.0005
C -0.238 -0.761 5.406  -0.1089
N 0.819 -1.617 4.768  -0.1028
C 0.575 -1.748 3.333  -0.2926
P 0.738 -0.129 2.432  0.9212
C 2.262 0.574 3.208  -0.2630
C -0.498 0.774 3.534  -0.2444
H 2.333 -1.046 6.138  0.1519
H 2.945 -1.571 4.532  0.1527
H 1.215 2.231 4.956  0.1568
H 1.275 1.104 6.382  0.1578
H -1.231 -1.173 5.178  0.1546
H -0.090 -0.760 6.502  0.1559
H 1.288 -2.459 2.882  0.1090
H -0.425 -2.174 3.151  0.1223
H 2.278 1.637 2.935  0.1112
H 3.122 0.043 2.773  0.1122
H -1.494 0.377 3.314  0.0939
H -0.477 1.837 3.237  0.0997

=====

(6)
Molecular formula: CH2O2S
Method: DFT, ωB97M-V with the def2-TZVPD basis set

Values from the calculation:
SMILES = O=C(O)S
HOMO energy = -10.515 eV
frontier orbital gap = 10.99 eV

Last column: Löwdin charge in e.
CARTESIAN COORDINATES (ANGSTROEM)
C -0.168 0.374 0.071  -0.9678
H 1.453 -0.797 -0.399  -0.1201
H 0.375 2.064 0.965  0.1725
O 0.766 1.247 0.495  -0.0036
O -1.297 0.762 0.276  -0.0043
S 0.214 -1.224 -0.447  0.9232

=====

(7)
Molecular formula: CH6N2O2
Method: DFT, ωB97M-V with the def2-TZVPD basis set

Values from the calculation:
HOMO energy = -8.648 eV
frontier orbital gap = 9.64 eV

Last column: Löwdin charge in e.
CARTESIAN COORDINATES (ANGSTROEM)
C 0.481 0.564 -0.447  -0.3838
N -1.671 -0.899 0.243  -0.0446
N 1.205 1.417 0.314  0.1440
O -0.249 -0.959 0.363  -0.3090
O 1.147 -0.245 -1.256  -0.0265
H 0.763 -1.118 -0.758  0.1356
H -0.494 0.935 -0.768  0.1327
H -1.949 -1.619 -0.423  0.0681
H -2.036 -1.190 1.148  0.0629
H 0.705 2.035 0.933  0.1065
H 2.097 1.080 0.651  0.1141

=====

(8)
Molecular formula: C22H26N4O
Method: DFT, ωB97M-V with the def2-TZVPD basis set

Values from the calculation:
SMILES = CCOc1ccccc1N1CCN(Cc2cnc(-c3ccccc3)[nH]2)CC1
HOMO energy = -7.394 eV
frontier orbital gap = 7.95 eV

Last column: Löwdin charge in e.
CARTESIAN COORDINATES (ANGSTROEM)
C -2.097 -3.041 -1.269  -0.0473
C -0.962 -3.445 -0.303  -0.5171
H -1.446 -3.587 0.624  0.1007
H -0.514 -4.354 -0.667  0.1337
O -0.093 -2.634 -0.263  -0.0566
C -0.362 -1.542 0.871  0.1171
C -1.613 -1.311 1.586  -0.0329
C -1.657 -0.190 2.279  -0.1674
C -0.574 0.526 2.689  -0.0243
C 0.735 0.214 2.164  -0.0884
C 0.781 -0.506 1.196  -0.2127
N 1.962 -0.878 0.496  -0.0824
C 3.331 -0.763 1.095  -0.0601
C 3.878 0.807 0.627  -0.0015
N 3.643 0.737 -0.980  -0.1075
C 3.334 -0.583 -1.290  -0.2525
C 2.240 -1.472 -0.750  -0.1725
H 1.246 -1.103 -1.242  0.1472
H 2.465 -2.283 -0.994  0.0067
H 4.288 -1.090 -1.146  0.1052
H 3.214 -0.453 -2.584  0.1885
C 2.750 1.966 -1.197  -0.1828
C 1.523 2.221 -0.676  -0.1595
C 1.083 2.991 0.462  -0.0703
N -0.185 3.017 0.268  0.0941
C -0.557 1.988 -0.362  -0.2432
N 0.384 1.310 -1.137  0.2722
H 0.335 0.973 -1.902  0.0002
C -2.102 1.515 -0.340  -0.1665
C -2.445 0.654 -1.379  -0.0028
C -3.799 0.431 -1.545  -0.1269
C -4.732 0.766 -0.671  -0.0013
C -4.225 1.691 0.468  -0.0096
C -2.953 1.903 0.472  -0.2163
H -2.594 2.631 1.260  0.1552
H -4.908 2.226 1.225  0.1323
H -5.711 0.498 -0.754  0.0669
H -4.157 -0.322 -2.010  0.0437
H -1.821 0.357 -2.187  0.1077
H 1.636 3.742 0.960  0.1070
H 3.550 2.696 -1.032  0.1424
H 2.618 1.803 -2.193  0.0882
H 4.835 0.755 0.828  0.0443
H 3.309 1.439 1.066  0.0076
H 3.074 -0.409 2.211  0.1272
H 4.185 -1.458 1.031  0.1180
H 1.630 0.742 2.513  0.1264
H -0.458 1.116 3.583  0.1104
H -2.569 0.067 2.753  0.1079
H -2.536 -1.672 1.191  0.1099
H -2.833 -3.804 -1.536  0.0532
H -2.660 -2.100 -1.109  0.0323
H -1.464 -2.789 -2.401  0.1563

=====

Number 1: calculated total energy -107256.0329 eV. Number 2: calculated total energy -10419.6168 eV. Number 3: calculated total energy -13004.9619 eV. Number 4: calculated total energy -94017.4950 eV. Number 5: calculated total energy -85216.3813 eV. Number 6: calculated total energy -15999.3127 eV. Number 7: calculated total energy -8206.5470 eV. Number 8: calculated total energy -31225.6685 eV.